{"formula": "C28H55BClF6N12O31S", "method": "ωB97M-V/def2-TZVPD", "lumo_ev": 1.00, "orbital_gap_ha": 0.2702, "spin_multiplicity": 1, "max_force_ha_per_bohr": 0.184, "charge": -1, "symbols": ["C", "C", "C", "O", "C", "C", "O", "O", "O", "B", "Cl", "C", "F", "F", "C", "C", "C", "C", "C", "C", "F", "F", "F", "C", "O", "C", "C", "C", "S", "O", "O", "F", "H", "H", "H", "H", "H", "H", "H", "H", "H", "H", "H", "H", "H", "H", "H", "H", "H", "H", "H", "C", "N", "O", "O", "H", "H", "H", "C", "N", "O", "O", "H", "H", "H", "C", "N", "O", "O", "H", "H", "H", "C", "N", "O", "O", "H", "H", "H", "C", "N", "O", "O", "H", "H", "H", "C", "N", "O", "O", "H", "H", "H", "C", "N", "O", "O", "H", "H", "H", "C", "N", "O", "O", "H", "H", "H", "C", "N", "O", "O", "H", "H", "H", "C", "N", "O", "O", "H", "H", "H", "C", "N", "O", "O", "H", "H", "H", "C", "N", "O", "O", "H", "H", "H"], "coordinates": [[0.30358, 3.75038, 0.76879], [0.95233, 2.79438, -0.41279], [-0.30758, 1.86368, -0.99967], [-0.33203, 0.57659, -0.29058], [-1.32040, -0.35901, -0.84998], [-0.52867, -0.96266, -2.15122], [0.92500, -1.04635, -1.83656], [1.19290, -2.09671, -1.11360], [-2.57232, 0.32642, -1.31438], [-3.53742, 0.46448, -0.16654], [-3.03004, 1.62615, 1.23890], [-4.98661, 1.10649, -0.59621], [-5.32482, 2.20983, 0.37971], [-4.80320, 1.64284, -1.99702], [-6.22790, 0.04024, -0.68628], [-6.51216, -0.81452, -2.06552], [-7.81180, -1.85398, -2.14872], [-8.79580, -2.00247, -0.83871], [-8.53371, -1.16370, 0.57782], [-9.60449, -1.36775, 1.84174], [-8.89212, -1.83377, 3.05622], [-10.28685, -0.06357, 2.18070], [-10.67755, -2.34030, 1.44095], [-7.23343, -0.13628, 0.63502], [-3.45670, -0.87916, 0.43655], [-2.08042, -1.42599, 0.19058], [-2.26467, -2.96180, -0.35034], [-3.42150, -3.83993, 0.40494], [-1.22169, -1.72094, 1.87076], [-0.79799, -0.36468, 2.55811], [0.11119, -2.52070, 1.69911], [-2.30017, -2.46745, 3.02826], [1.14371, 4.52822, 1.06905], [-0.07560, 3.14133, 1.69517], [-0.60429, 4.41833, 0.37461], [1.22897, 3.53846, -1.30380], [1.85178, 2.13416, -0.06072], [-1.27691, 2.53412, -0.80945], [-0.12862, 1.79712, -2.15388], [-0.60687, -0.14564, -3.01828], [-0.97447, -1.94559, -2.60068], [1.74867, -1.74314, -0.33462], [-5.80504, -0.65905, -3.00519], [-8.03511, -2.44813, -3.15019], [-9.73044, -2.73104, -0.93767], [-7.07042, 0.46441, 1.63835], [-2.60479, -2.87375, -1.49097], [-1.21552, -3.51732, -0.39318], [-3.04274, -4.32710, 1.42647], [-3.65486, -4.77348, -0.29916], [-4.44010, -3.29102, 0.57630], [-5.87329, -6.74686, -2.57757], [-4.97508, -5.58072, -2.79436], [-5.45350, -4.59728, -3.37142], [-3.81514, -5.68550, -2.37900], [-6.85746, -6.51635, -2.99095], [-5.43073, -7.60346, -3.08993], [-5.93765, -6.91755, -1.50093], [4.76960, 4.19949, 2.34115], [3.98081, 4.03829, 1.08994], [4.10549, 2.97244, 0.47555], [3.25868, 4.98622, 0.75998], [5.35612, 3.29356, 2.50817], [5.42378, 5.06366, 2.20927], [4.06266, 4.35726, 3.15832], [-0.78473, -5.46357, 3.76086], [-1.22138, -6.82268, 3.34155], [-0.66818, -7.31449, 2.35102], [-2.10705, -7.35747, 4.01869], [-0.00491, -5.11714, 3.07934], [-1.65679, -4.80823, 3.71418], [-0.39981, -5.54088, 4.77983], [-1.62849, 4.31861, -3.96331], [-0.14693, 4.36790, -4.09064], [0.31919, 5.03056, -5.02480], [0.50626, 3.74007, -3.24915], [-2.07194, 4.91217, -4.76558], [-1.93162, 3.27283, -4.04446], [-1.88933, 4.73338, -2.98741], [2.12501, 7.40953, 2.71912], [1.88867, 6.67275, 3.98994], [0.91858, 7.02002, 4.67359], [2.68360, 5.76653, 4.26523], [1.35378, 8.17432, 2.60553], [3.11476, 7.86621, 2.78213], [2.07276, 6.68515, 1.90365], [5.87151, 0.43278, -0.64163], [7.35307, 0.48208, -0.76896], [7.81919, 1.14474, -1.70312], [8.00626, -0.14575, 0.07253], [5.42806, 1.02635, -1.44390], [5.56838, -0.61300, -0.72278], [5.61067, 0.84756, 0.33427], [10.85366, 2.10006, -2.79416], [11.92251, 3.10936, -3.02340], [12.83864, 3.16188, -2.19456], [11.81170, 3.82031, -4.02899], [11.07880, 1.54884, -1.87869], [9.90808, 2.63744, -2.69814], [10.84375, 1.42913, -3.65566], [15.71527, 0.92693, -1.40529], [15.27862, -0.43219, -1.82460], [15.83182, -0.92399, -2.81513], [14.39295, -0.96698, -1.14746], [16.49509, 1.27335, -2.08682], [14.84321, 1.58226, -1.45197], [16.10019, 0.84962, -0.38632], [-11.75699, -6.07755, -0.09962], [-11.11947, -5.47250, -1.30010], [-10.49800, -6.23067, -2.05376], [-11.26102, -4.25355, -1.45201], [-11.55222, -7.15023, -0.09372], [-11.32446, -5.59746, 0.78047], [-12.83069, -5.89034, -0.16708], [-0.64877, -2.42307, 7.08144], [0.52867, -3.27167, 6.75403], [0.39420, -4.10046, 5.84625], [1.55467, -3.08172, 7.41748], [-1.47577, -2.69714, 6.42297], [-0.90899, -2.60912, 8.12538], [-0.35886, -1.38217, 6.92357], [-0.54671, 8.82420, -3.07262], [-1.64934, 7.97205, -2.55135], [-2.33774, 8.43530, -1.63454], [-1.79271, 6.86222, -3.07734], [-0.53770, 9.76671, -2.52106], [0.38851, 8.28090, -2.92318], [-0.73916, 8.99986, -4.13307], [3.67356, -3.83772, 1.03487], [4.57178, -2.67158, 0.81808], [4.09336, -1.68814, 0.24102], [5.73171, -2.77636, 1.23344], [2.68939, -3.60721, 0.62149], [4.11613, -4.69432, 0.52251], [3.60921, -4.00841, 2.11151]], "atomic_forces_ev_per_a": [[0.62, 0.56, -0.03], [-1.94, 0.44, -0.30], [0.80, 2.09, -0.10], [-2.10, -0.12, -0.89], [-1.03, 1.71, -1.02], [-0.27, 0.51, -0.39], [-3.02, 4.22, -4.35], [2.03, -3.76, 4.45], [2.22, -0.68, 1.07], [1.88, -0.18, 0.25], [1.16, 0.20, 0.16], [-1.71, 0.06, -0.83], [-0.58, -2.64, -3.60], [-0.94, -0.61, 3.27], [-3.38, -1.77, -0.09], [-2.43, -0.29, 3.12], [0.86, 2.51, 3.82], [2.43, 1.85, -0.12], [2.22, 0.25, -3.39], [0.33, 0.62, -0.59], [-2.82, 1.38, -3.63], [2.01, -4.43, -0.73], [3.33, 3.03, 1.81], [-1.24, -2.11, -2.66], [2.91, -1.65, -0.31], [-3.51, -1.06, -0.77], [-0.12, -0.09, -1.41], [0.14, -1.29, -0.04], [7.21, 4.64, 3.97], [-2.77, -5.38, -2.48], [-5.43, 1.17, 0.26], [1.52, 0.72, -2.19], [-1.84, -1.66, -0.27], [0.79, 1.13, -1.81], [1.90, -1.70, 0.63], [-0.22, -1.95, 2.21], [-1.82, 1.39, -0.68], [1.90, -1.91, -0.40], [-0.48, -0.44, 2.19], [0.27, -1.74, 2.17], [1.06, 1.62, 1.14], [-1.39, -0.51, -1.46], [-1.67, -0.36, 2.36], [0.52, 1.40, 2.51], [2.31, 1.86, 0.35], [-0.15, -1.29, -2.48], [0.63, 0.02, 2.52], [-2.24, 1.22, 0.35], [-0.80, 1.33, -2.16], [0.63, 2.11, 1.50], [2.22, -0.72, -0.32], [-0.33, -0.08, -0.04], [0.56, 1.00, -0.26], [0.90, -1.33, 0.84], [-1.62, 0.23, -0.76], [0.29, 0.06, 0.09], [0.02, 0.15, 0.21], [0.15, -0.02, -0.20], [0.16, -0.26, 0.25], [-0.37, -0.37, -0.84], [-0.26, 1.74, 0.72], [1.21, -1.32, 0.18], [-0.19, 0.19, -0.19], [-0.24, -0.07, 0.04], [0.13, 0.14, -0.23], [0.18, -0.05, -0.08], [-0.17, -0.66, -0.43], [-0.93, 0.31, 1.37], [1.17, 0.46, -1.05], [-0.26, -0.11, 0.11], [0.14, -0.13, 0.12], [-0.39, -0.16, -0.47], [-0.32, -0.21, -0.09], [0.77, 0.06, -0.12], [-0.26, -0.89, 1.27], [-0.77, 1.16, -1.70], [0.26, -0.12, 0.23], [0.13, 0.11, 0.17], [0.07, -0.39, -0.25], [-0.20, 0.23, -0.23], [-0.56, -0.26, 0.92], [1.62, -0.74, -0.86], [-1.14, 1.19, -0.12], [0.15, -0.24, 0.18], [-0.11, -0.23, -0.04], [0.18, 0.07, 0.20], [-0.09, 0.11, -0.33], [0.70, -0.08, 0.19], [-0.08, -0.82, 1.12], [-0.66, 1.08, -1.42], [0.23, -0.07, 0.21], [0.21, 0.41, 0.19], [0.04, -0.26, -0.17], [-0.11, -0.24, 0.27], [0.55, 0.62, -0.34], [-0.93, 0.16, -1.19], [0.41, -0.93, 1.59], [-0.01, 0.21, -0.24], [0.16, -0.16, -0.14], [-0.08, 0.24, 0.10], [0.19, 0.27, -0.08], [-0.31, -1.01, -0.31], [-0.89, 0.48, 1.38], [1.31, 0.66, -1.10], [-0.23, -0.21, 0.12], [0.09, -0.14, 0.12], [-0.22, 0.00, -0.15], [-0.04, -0.29, 0.17], [0.51, 0.40, -0.90], [-0.80, 1.24, 0.91], [0.23, -1.85, 0.05], [0.02, 0.31, -0.12], [-0.16, 0.06, -0.18], [0.24, 0.11, 0.06], [-0.36, 0.07, -0.14], [0.93, -0.44, -0.07], [0.67, 1.35, 1.58], [-1.48, -0.47, -1.12], [0.30, 0.03, 0.08], [0.18, 0.10, -0.15], [0.00, -0.21, 0.11], [0.16, 0.28, 0.04], [-0.92, -0.36, 0.66], [0.94, -0.90, -1.43], [0.07, 1.91, 0.90], [-0.12, -0.30, -0.07], [-0.20, 0.00, -0.17], [0.10, -0.19, 0.17], [-0.40, -0.09, -0.07], [0.67, 0.44, 0.08], [0.58, -1.29, 0.87], [-1.73, 0.44, -0.77], [0.25, 0.00, 0.11], [0.02, 0.16, 0.19], [0.12, 0.00, -0.21]], "mulliken_charge": [-0.250, -0.051, 0.193, -0.026, 0.489, -0.901, -0.238, -0.288, -0.689, 0.195, -0.401, 1.220, -0.331, -0.315, 0.025, -0.329, -0.515, -0.375, 0.016, 0.712, -0.229, -0.250, -0.256, -0.475, -0.247, 0.669, -0.641, -0.603, 1.302, -0.618, -0.477, -0.372, -0.256, 0.204, 0.256, 0.200, 0.001, -0.148, -0.007, 0.258, 0.250, 0.300, 0.315, 0.314, 0.299, 0.306, 0.278, 0.171, 0.085, 0.269, 0.124, -0.788, 0.894, -0.498, -0.514, 0.311, 0.303, 0.294, -0.790, 0.828, -0.402, -0.519, 0.308, 0.298, 0.281, -0.509, 0.939, -0.552, -0.566, 0.181, 0.143, 0.423, -0.803, 0.942, -0.577, -0.574, 0.289, 0.338, 0.322, -0.564, 0.877, -0.524, -0.535, 0.319, 0.253, 0.125, -0.477, 0.922, -0.542, -0.536, 0.322, 0.210, 0.120, -0.693, 0.827, -0.522, -0.515, 0.312, 0.289, 0.290, -0.547, 0.819, -0.508, -0.492, 0.291, 0.179, 0.268, -0.730, 0.864, -0.511, -0.542, 0.309, 0.293, 0.284, -0.711, 0.858, -0.545, -0.521, 0.263, 0.290, 0.299, -0.720, 0.770, -0.499, -0.459, 0.309, 0.282, 0.275, -0.587, 0.958, -0.497, -0.547, 0.074, 0.307, 0.304]}